Entry 1:
ORCA calculation (ωB97M-V/def2-TZVPD) on a 3-piece molecular cluster, C2H10NO3 overall in a non-equilibrium geometry.

The geometry in XYZ format:
```
16
Properties=species:S:1:pos:R:3
C -0.489 -1.019 1.538
N -1.210 0.181 1.000
C -0.304 1.243 0.402
O 0.299 1.066 -0.901
H -1.244 -1.555 2.138
H 0.199 -0.793 2.277
H 0.043 -1.720 0.857
H -1.850 -0.054 0.244
H 0.457 1.451 1.093
H -1.072 2.044 0.348
H -0.717 -0.300 -2.096
H 0.013 -0.534 -3.285
O -0.653 -1.066 -2.834
H 1.882 0.983 -0.640
H 2.074 -0.391 0.031
O 2.572 0.465 -0.174
```

Results
Net charge: -1
LUMO energy (eV): 4.15
Total energy (eV): -9868.47505
Highest occupied orbital energy (eV): -3.64
Spin multiplicity: 1



Entry 2:
ORCA calculation (ωB97M-V/def2-TZVPD) on a 2-piece molecular cluster, C6H14N2 overall.

The geometry in XYZ format:
```
22
Properties=species:S:1:pos:R:3
C 1.354 -2.137 -0.670
C 1.569 -0.722 -1.126
C 2.322 0.148 -0.460
N 2.563 1.477 -0.838
H 2.055 -2.390 0.126
H 0.342 -2.288 -0.295
H 1.511 -2.841 -1.489
H 1.099 -0.406 -2.054
H 2.898 -0.180 0.401
H 2.864 2.065 -0.077
H 1.816 1.908 -1.361
C -2.989 0.904 -0.254
C -1.570 0.761 0.275
C -0.898 -0.348 2.200
N -1.471 -0.442 1.087
H -3.104 1.824 -0.825
H -3.241 0.061 -0.896
H -3.689 0.920 0.579
H -1.304 1.660 0.848
H -0.863 0.670 -0.551
H -0.479 0.596 2.565
H -0.786 -1.240 2.812
```

Results
LUMO energy (eV): 1.00
Total energy (eV): -9427.94024
Highest occupied orbital energy (eV): -7.98
SMILES string: C/C=C/N.C=NCC
Spin multiplicity: 1



Entry 3:
ORCA calculation (ωB97M-V/def2-TZVPD) on a single C5H7PS molecule in a non-equilibrium geometry.

The geometry in XYZ format:
```
14
Properties=species:S:1:pos:R:3
C 0.320 1.161 0.312
C -0.961 1.527 0.005
C -0.385 -0.945 -0.454
C 0.638 -0.243 0.078
C 1.964 -0.858 0.449
P -1.934 0.100 -0.504
S -3.551 -0.419 0.407
H 1.207 1.670 0.702
H -1.366 2.597 0.003
H -0.500 -2.069 -0.699
H 2.003 -0.456 1.509
H 2.626 -0.327 -0.233
H 2.016 -2.001 0.287
H -2.076 0.264 -1.861
```

Results
LUMO energy (eV): -0.26
Total energy (eV): -25421.07682
Highest occupied orbital energy (eV): -8.75
SMILES string: CC1=C[P@@H](=S)C=C1
Spin multiplicity: 1



Entry 4:
ORCA calculation (ωB97M-V/def2-TZVPD) on a 2-piece molecular cluster, C3H7NO3S overall in a non-equilibrium geometry.

The geometry in XYZ format:
```
15
Properties=species:S:1:pos:R:3
O -0.310 1.437 0.725
C -1.057 0.586 0.166
O -2.309 0.562 0.182
C -0.312 -0.600 -0.567
C 0.373 -1.559 0.432
S 1.664 -2.618 -0.427
N 0.554 0.071 -1.511
H -1.046 -1.129 -1.188
H 0.858 -0.991 1.235
H -0.255 -2.284 0.936
H 1.214 -0.592 -1.918
H 1.140 0.764 -1.067
H -0.705 3.010 0.806
H 0.269 4.036 1.451
O -0.669 3.958 1.206
```

Results
Net charge: -2
LUMO energy (eV): 6.10
Total energy (eV): -21692.60325
Highest occupied orbital energy (eV): 0.36
Spin multiplicity: 1



Which value of total energy does entry 3 give?
-25421.07682 eV



Copy entry 4 word for word.
ORCA calculation (ωB97M-V/def2-TZVPD) on a 2-piece molecular cluster, C3H7NO3S overall in a non-equilibrium geometry.

The geometry in XYZ format:
```
15
Properties=species:S:1:pos:R:3
O -0.310 1.437 0.725
C -1.057 0.586 0.166
O -2.309 0.562 0.182
C -0.312 -0.600 -0.567
C 0.373 -1.559 0.432
S 1.664 -2.618 -0.427
N 0.554 0.071 -1.511
H -1.046 -1.129 -1.188
H 0.858 -0.991 1.235
H -0.255 -2.284 0.936
H 1.214 -0.592 -1.918
H 1.140 0.764 -1.067
H -0.705 3.010 0.806
H 0.269 4.036 1.451
O -0.669 3.958 1.206
```

Results
Net charge: -2
LUMO energy (eV): 6.10
Total energy (eV): -21692.60325
Highest occupied orbital energy (eV): 0.36
Spin multiplicity: 1



Repeat the third record exactly.
ORCA calculation (ωB97M-V/def2-TZVPD) on a single C5H7PS molecule in a non-equilibrium geometry.

The geometry in XYZ format:
```
14
Properties=species:S:1:pos:R:3
C 0.320 1.161 0.312
C -0.961 1.527 0.005
C -0.385 -0.945 -0.454
C 0.638 -0.243 0.078
C 1.964 -0.858 0.449
P -1.934 0.100 -0.504
S -3.551 -0.419 0.407
H 1.207 1.670 0.702
H -1.366 2.597 0.003
H -0.500 -2.069 -0.699
H 2.003 -0.456 1.509
H 2.626 -0.327 -0.233
H 2.016 -2.001 0.287
H -2.076 0.264 -1.861
```

Results
LUMO energy (eV): -0.26
Total energy (eV): -25421.07682
Highest occupied orbital energy (eV): -8.75
SMILES string: CC1=C[P@@H](=S)C=C1
Spin multiplicity: 1